Entry 1:
Below is a cluster of 2 separate species, C3H9OP in total at a distorted geometry, with properties calculated with the ωB97M-V functional and the def2-TZVPD basis.

Computed properties:
HOMO energy (alpha / beta) ... -0.2769 / -0.2777 Eh
Gap between HOMO and LUMO (alpha / beta) ... 7.261 / 8.352 eV

Geometry as ORCA input:
```
! wB97M-V def2-TZVPD RIJCOSX def2/J DEFGRID3
* xyz 0 1
C -0.0039 -1.4787 0.5133
C 1.8720 0.4240 -0.8066
C -1.1695 -0.7637 0.6546
O 1.7309 1.4562 0.0979
P -1.5416 0.7875 -0.6950
H 0.1805 -2.2092 -0.4225
H 0.9176 -1.2451 0.9757
H 2.5675 -0.4621 -0.5640
H 1.3736 0.4910 -1.7176
H -2.0731 -1.2815 0.3626
H -1.1818 -0.2848 1.5886
H 0.8263 1.6747 -0.0444
H -0.7478 1.7223 0.0735
H -2.7510 1.1694 -0.0162
*
```

Entry 2:
Below is a structure of composition C18H20BN3O3Os at a distorted geometry, with properties calculated with the ωB97M-V functional and the def2-TZVPD basis.

Computed properties:
HOMO energy (alpha / beta) ... -0.3136 / -0.3179 Eh
Gap between HOMO and LUMO (alpha / beta) ... 6.232 / 6.365 eV

Geometry as ORCA input:
```
! wB97M-V def2-TZVPD RIJCOSX def2/J DEFGRID3
* xyz 0 1
Os -0.2186 -0.1414 -1.0041
O -0.6045 1.4869 -2.0389
C -0.4993 2.7553 -1.7044
C -0.8976 3.6933 -2.6701
C -0.8028 5.0471 -2.4474
C -0.2876 5.5253 -1.2398
C 0.0932 4.6198 -0.2802
C -0.0191 3.2329 -0.4727
C 0.3480 2.3855 0.6299
N 0.1239 1.1252 0.7012
N 0.4472 0.4097 1.8112
C 0.4753 -0.8714 1.6330
O 0.2909 -1.4446 0.4932
C 0.7806 -1.7245 2.8023
C 0.7273 -1.1994 4.0922
C 1.0207 -2.0049 5.1783
C 1.3741 -3.3342 4.9832
C 1.4327 -3.8568 3.6995
C 1.1309 -3.0568 2.6090
H -1.2851 3.2952 -3.5984
H -1.1267 5.7386 -3.2140
H -0.2017 6.5874 -1.0597
H 0.4763 4.9810 0.6671
H 0.8208 2.8581 1.4860
H 0.4507 -0.1624 4.2181
H 0.9784 -1.5980 6.1800
H 1.6025 -3.9653 5.8322
H 1.7179 -4.8897 3.5500
H 1.1715 -3.4499 1.6026
B 4.1552 -0.5913 -2.4514
C 2.7189 -0.3576 -1.9640
N 1.6283 -0.1620 -1.6041
H 4.1054 -1.5190 -3.2247
H 4.5140 0.4283 -2.9907
H 4.8504 -0.8438 -1.4990
C -3.2412 -2.5548 -0.7961
C -2.9583 -1.1952 -1.4253
C -2.4547 -1.3409 -2.8601
O -2.0437 -0.4828 -0.6344
H -4.0532 -3.0543 -1.3239
H -3.5211 -2.4219 0.2484
H -2.3457 -3.1778 -0.8333
H -3.8988 -0.6316 -1.4403
H -1.5551 -1.9710 -2.8778
H -2.2052 -0.3623 -3.2761
H -3.2154 -1.8041 -3.4866
*
```

Entry 3:
Below is an isolated molecule of C2H3N3O at a distorted geometry, with properties calculated with the ωB97M-V functional and the def2-TZVPD basis.

Computed properties:
HOMO energy ... -0.3670 Eh
Structure (SMILES) ... Oc1ncn[nH]1
Gap between HOMO and LUMO ... 10.338 eV

Geometry as ORCA input:
```
! wB97M-V def2-TZVPD RIJCOSX def2/J DEFGRID3
* xyz 0 1
O -2.0012 0.0952 -0.0942
C -0.7146 -0.2091 0.2627
N 0.1963 -1.1974 0.0196
C 1.5089 -0.5078 -0.0143
N 1.4390 0.7964 -0.0683
N 0.0310 0.9086 0.0012
H -2.5322 -0.6934 -0.3871
H 2.3495 -1.1375 -0.2222
H -0.2375 1.8166 0.2057
*
```

Entry 4:
Below is an isolated molecule of C6H8ClNO at a distorted geometry, with properties calculated with the ωB97M-V functional and the def2-TZVPD basis.

Computed properties:
HOMO energy ... -0.2925 Eh
Structure (SMILES) ... C/C(O)=N/C=C\C=C\Cl
Gap between HOMO and LUMO ... 8.495 eV

Geometry as ORCA input:
```
! wB97M-V def2-TZVPD RIJCOSX def2/J DEFGRID3
* xyz 0 1
C -2.2066 -0.3324 0.8764
C -0.9160 0.3824 0.5232
O -1.0941 1.5981 -0.0194
N 0.2204 -0.0539 0.8300
C 1.4383 0.5474 0.6941
C 2.2242 0.2324 -0.3989
C 1.6136 -0.4731 -1.4766
C 0.2510 -0.6346 -1.6729
Cl -0.3199 -1.8689 -2.6567
H -2.0233 -1.4307 1.3747
H -2.7796 -0.4992 -0.0486
H -2.8396 0.3477 1.4408
H -0.2089 1.8117 -0.2102
H 1.8706 1.0647 1.5594
H 3.2916 0.5699 -0.3967
H 2.1477 -1.2417 -2.0823
H -0.5170 0.0782 -1.5860
*
```

no.,E_tot (eV)
1,-14587.675
2,-32744.363
3,-8638.334
4,-22409.260